[1]
C19H22F13NO14S | wB97M-V/def2-TZVPD

Properties
HOMO-LUMO gap ... 5.36 eV
E_tot ... -3541.94637 Eh
LUMO level ... 3.357 eV

```
! RIJCOSX wB97M-V def2-TZVPD def2/J DEFGRID3
* xyz -2 1
O 0.686 -0.814 -1.512
C 1.710 -1.509 -1.368
O 2.727 -1.236 -0.712
C 1.720 -2.868 -2.144
N 3.052 -3.506 -1.999
S 3.791 -4.419 -3.088
O 4.754 -3.660 -3.833
O 4.198 -5.664 -2.517
F 2.702 -4.716 -4.171
C 0.566 -3.873 -1.730
O -0.346 -3.391 -1.034
O 0.723 -5.037 -2.131
H 1.612 -2.595 -3.197
H 3.150 -3.943 -1.092
C 0.502 2.838 -1.219
C 1.821 2.104 -1.247
O 2.689 2.638 -2.301
C 3.294 3.767 -2.068
O 3.279 4.461 -1.087
C 4.150 4.153 -3.302
F 3.449 4.078 -4.440
F 5.212 3.345 -3.413
F 4.603 5.407 -3.188
H 0.011 2.762 -2.190
H -0.136 2.366 -0.472
H 0.622 3.894 -0.970
H 1.663 1.053 -1.481
H 2.349 2.166 -0.297
C 7.660 -0.054 1.668
C 6.170 0.066 1.431
O 5.553 -1.218 1.269
C 5.318 -1.919 2.357
O 5.588 -1.626 3.491
C 4.549 -3.201 1.961
F 5.174 -3.834 0.964
F 3.335 -2.860 1.580
F 4.479 -4.041 3.002
H 8.127 -0.612 0.855
H 8.107 0.940 1.711
H 7.869 -0.570 2.605
H 5.960 0.580 0.497
H 5.672 0.601 2.240
C -1.280 -2.095 1.488
C -2.339 -1.218 0.889
O -2.949 -0.297 1.870
C -2.285 0.783 2.191
O -1.253 1.213 1.769
C -3.091 1.555 3.266
F -3.482 0.765 4.276
F -4.210 2.089 2.725
F -2.380 2.555 3.778
H -1.665 -2.649 2.350
H -0.979 -2.787 0.694
H -0.410 -1.517 1.798
H -3.189 -1.804 0.548
H -1.949 -0.639 0.053
C -8.350 2.396 2.296
C -7.299 2.181 1.230
O -7.757 1.252 0.219
C -8.610 1.725 -0.665
O -9.040 2.840 -0.753
C -9.000 0.606 -1.660
F -9.360 -0.508 -1.015
F -7.969 0.320 -2.458
F -10.024 0.999 -2.416
H -8.631 1.443 2.746
H -7.948 3.044 3.074
H -9.245 2.861 1.884
H -6.411 1.720 1.651
H -7.009 3.114 0.747
*
```



[2]
C8H15O2P | wB97M-V/def2-TZVPD

Properties
Relative energy (zero: lowest compared OMol25 entry of this formula, charge and spin) ... 0.0 kJ/mol
HOMO-LUMO gap ... 9.66 eV
E_tot ... -805.69924 Eh
LUMO level ... 0.812 eV

```
! RIJCOSX wB97M-V def2-TZVPD def2/J DEFGRID3
* xyz 0 1
O 2.011 -0.497 -0.942
O 1.029 -0.722 1.441
C 0.344 0.284 2.048
C -0.356 1.129 1.244
C 0.478 0.482 3.538
C 0.105 -2.216 -2.296
C -1.642 0.785 -0.903
C 0.577 1.992 -0.908
C -0.026 -2.130 -0.793
C -0.226 0.896 -0.238
P 0.766 -0.629 -0.159
H -1.003 1.924 1.682
H 0.289 1.519 3.746
H -0.247 -0.136 4.057
H 1.491 0.225 3.855
H -0.465 -3.071 -2.676
H -0.219 -1.274 -2.809
H 1.165 -2.409 -2.640
H -2.137 1.745 -0.911
H -2.187 0.023 -0.322
H -1.515 0.421 -1.934
H 0.843 1.706 -1.934
H 0.010 2.928 -0.922
H 1.497 2.179 -0.383
H -1.060 -2.144 -0.480
H 0.479 -3.009 -0.361
*
```



[3]
C3HBaO3 | wB97M-V/def2-TZVPD

Properties
Relative energy (zero: lowest compared OMol25 entry of this formula, charge and spin) ... 0.0 kJ/mol
HOMO-LUMO gap (spin up / spin down) ... 4.67 / 6.72 eV
E_tot ... -365.92844 Eh
LUMO level (spin up / spin down) ... -0.490 / -0.597 eV

```
! RIJCOSX wB97M-V def2-TZVPD def2/J DEFGRID3
* xyz 0 2
C 3.816 2.279 -3.485
C 3.043 1.455 -3.002
O 4.723 3.177 -3.778
H 4.481 3.696 -4.557
O 2.344 2.188 -0.257
C 1.642 1.224 -0.039
O 1.289 0.195 -0.494
Ba 1.478 -1.307 -3.536
*
```



[4]
C10H14CoIN2O7P2S | wB97M-V/def2-TZVPD

Properties
Relative energy (zero: lowest compared OMol25 entry of this formula, charge and spin) ... 0.0 kJ/mol
HOMO-LUMO gap (spin up / spin down) ... 9.73 / 6.15 eV
E_tot ... -3786.67331 Eh
LUMO level (spin up / spin down) ... -5.654 / -9.222 eV

```
! RIJCOSX wB97M-V def2-TZVPD def2/J DEFGRID3
* xyz 2 5
Co 0.007 0.112 0.251
C -1.354 3.781 3.792
C -0.585 2.822 2.945
O 0.733 3.101 2.900
P -0.851 1.001 3.274
O -0.484 0.834 4.787
O -2.383 0.729 3.236
O -0.045 0.206 2.313
P -1.208 3.126 0.823
O -2.662 2.533 0.855
O -1.070 4.570 0.828
O -0.292 2.133 0.195
H -0.961 3.737 4.812
H -2.414 3.534 3.808
H -1.221 4.795 3.415
H 1.217 2.472 2.336
H 0.449 0.800 5.058
H -2.852 0.595 4.078
H -3.363 3.206 0.928
I 1.279 -2.609 0.196
C 2.585 -1.052 -0.195
C 3.944 -1.226 -0.354
C 4.706 -0.100 -0.634
C 4.088 1.140 -0.746
C 2.724 1.220 -0.568
N 1.975 0.136 -0.296
H 4.393 -2.205 -0.268
H 5.775 -0.192 -0.769
H 4.654 2.030 -0.975
H 2.184 2.153 -0.660
S -3.948 -0.589 -1.779
C -3.809 -1.595 -0.409
C -2.584 -1.456 0.148
N -1.753 -0.585 -0.522
C -2.369 -0.061 -1.564
H -4.617 -2.232 -0.091
H -2.212 -1.983 1.013
H -1.900 0.639 -2.239
*
```



[5]
C3H9N2O2 | wB97M-V/def2-TZVPD

Properties
Relative energy (zero: lowest compared OMol25 entry of this formula, charge and spin) ... 173.9 kJ/mol
HOMO-LUMO gap ... 7.81 eV
E_tot ... -379.71505 Eh
LUMO level ... 4.152 eV

```
! RIJCOSX wB97M-V def2-TZVPD def2/J DEFGRID3
* xyz -1 1
N -0.569 -2.403 -0.566
C -0.567 -1.833 0.800
O -1.457 -0.790 0.912
H -0.211 -3.377 -0.590
H -1.536 -2.437 -0.898
H -0.897 -2.671 1.502
H 0.454 -1.564 1.099
C 1.053 0.597 -0.690
N -0.025 1.074 0.024
C -0.156 2.499 0.366
O 2.064 1.186 -1.046
H 0.896 -0.475 -0.917
H -0.810 0.348 0.354
H 0.068 2.792 1.399
H -1.201 2.804 0.209
H 0.561 3.140 -0.148
*
```



[6]
C4H11NO2 | wB97M-V/def2-TZVPD

Properties
Relative energy (zero: lowest compared OMol25 entry of this formula, charge and spin) ... 64.4 kJ/mol
HOMO-LUMO gap (spin up / spin down) ... 11.68 / 6.28 eV
E_tot ... -363.90384 Eh
LUMO level (spin up / spin down) ... -3.756 / -9.129 eV

```
! RIJCOSX wB97M-V def2-TZVPD def2/J DEFGRID3
* xyz 1 2
C -0.536 -1.131 2.097
C -0.539 -1.359 0.617
N -0.741 -0.245 -0.233
C -0.607 1.126 0.048
C 0.464 1.860 -0.836
O -0.532 -2.446 0.091
H -1.503 -0.679 2.324
H -0.349 -2.017 2.696
H 0.217 -0.419 2.443
H -1.055 -0.542 -1.167
H -0.366 1.254 1.084
H -1.568 1.621 -0.134
H 0.341 2.904 -0.557
H 0.329 1.622 -1.886
H 1.449 1.496 -0.548
H 0.960 -0.721 -1.868
H 2.187 -1.590 -1.938
O 1.850 -0.734 -2.233
*
```



[7]
C19H44NOP2SYb | wB97M-V/def2-TZVPD

Properties
Relative energy (zero: lowest compared OMol25 entry of this formula, charge and spin) ... 302.8 kJ/mol
HOMO-LUMO gap (spin up / spin down) ... 5.63 / 5.51 eV
E_tot ... -3119.24076 Eh
LUMO level (spin up / spin down) ... -7.317 / -7.425 eV

```
! RIJCOSX wB97M-V def2-TZVPD def2/J DEFGRID3
* xyz 2 2
Yb 1.512 0.109 1.430
P -0.036 -2.181 -1.502
P 0.103 2.581 0.785
N 2.078 0.179 -0.671
C 1.532 -1.769 -2.314
H 2.093 -2.718 -2.417
H 1.289 -1.453 -3.345
C 2.505 -0.701 -1.733
H 3.412 -1.254 -1.420
H 2.820 -0.037 -2.567
C 2.110 1.588 -1.059
H 1.363 1.759 -1.872
H 3.084 1.907 -1.507
C 1.836 2.599 0.102
H 2.022 3.623 -0.266
H 2.575 2.430 0.922
C 0.391 3.203 2.519
C 0.959 2.060 3.390
H 2.039 1.881 3.222
H 0.381 1.117 3.259
H 0.862 2.311 4.453
C -0.806 3.856 -0.153
C -2.325 3.701 0.057
H -2.859 4.283 -0.703
H -2.641 4.062 1.044
H -2.636 2.653 -0.048
C -1.311 -2.708 -2.680
C -2.548 -3.362 -2.042
H -3.308 -3.434 -2.835
H -2.978 -2.762 -1.233
H -2.342 -4.382 -1.682
C 0.244 -3.519 -0.279
C -0.862 -3.660 0.773
H -0.465 -4.293 1.581
H -1.749 -4.153 0.353
H -1.167 -2.701 1.210
C -0.883 -0.829 -0.559
C -0.287 5.279 0.108
H 0.614 5.317 0.735
H -0.032 5.749 -0.851
H -1.058 5.905 0.576
C -0.780 -3.588 -3.827
H -1.644 -3.874 -4.442
H -0.070 -3.043 -4.459
H -0.299 -4.502 -3.455
C 0.533 -4.858 -0.957
H 0.865 -5.564 -0.185
H -0.367 -5.274 -1.427
H 1.328 -4.786 -1.711
C -0.894 3.791 3.122
H -1.742 3.101 3.014
H -0.750 3.963 4.197
H -1.169 4.755 2.677
H 1.146 4.002 2.429
H 1.170 -3.187 0.233
H -0.586 3.592 -1.205
H -1.623 -1.743 -3.117
O -0.457 -0.426 0.526
H -2.779 -0.140 -1.816
H -2.640 -0.625 -1.288
C 4.268 -1.768 2.898
S 2.847 -2.331 1.909
C 1.545 -2.237 3.188
H 4.846 -1.061 2.292
H 4.878 -2.655 3.106
H 3.952 -1.300 3.836
H 1.237 -3.278 3.353
H 1.945 -1.814 4.118
H 0.640 -1.677 2.868
*
```



[8]
C11H16S2 | wB97M-V/def2-TZVPD

Properties
Relative energy (zero: lowest compared OMol25 entry of this formula, charge and spin) ... 202.9 kJ/mol
HOMO-LUMO gap (spin up / spin down) ... 5.85 / 6.57 eV
E_tot ... -1224.95732 Eh
LUMO level (spin up / spin down) ... -1.440 / -1.096 eV

```
! RIJCOSX wB97M-V def2-TZVPD def2/J DEFGRID3
* xyz 0 1
C -1.473 -3.175 -0.978
C -1.359 -2.133 -1.800
C -0.962 -3.170 0.311
C -0.574 -1.033 -1.407
C -0.323 -2.030 0.743
C -0.020 -1.003 -0.110
C -0.574 1.407 1.910
C -0.659 1.947 -0.643
C 1.348 2.584 0.661
C 0.737 0.130 0.381
C 0.237 1.531 0.567
S 1.998 -0.174 1.499
S 2.315 -0.057 -2.077
H -1.981 -4.093 -1.514
H -1.698 -2.403 -2.819
H -1.110 -3.880 1.063
H -0.308 -0.253 -2.068
H 0.139 -2.085 1.742
H -1.451 0.726 1.685
H -0.999 2.493 2.117
H 0.056 0.973 2.764
H 0.006 1.995 -1.412
H -1.149 2.870 -0.319
H -1.431 1.081 -0.845
H 0.715 3.557 0.916
H 1.945 2.270 1.620
H 1.958 2.711 -0.154
H 2.192 -1.565 1.115
H 2.424 0.777 -2.948
*
```